No. 1
Here is a structure of composition C6H17InNO3 from the OMol25 dataset. Energies are from wB97M-V/def2-TZVPD.

Structure (XYZ):
```
28
C6H17InNO3 wB97M-V/def2-TZVPD
In 1.678 -2.615 0.219
C 2.051 2.215 -0.392
C 1.095 1.529 0.611
C -0.077 2.423 1.189
O 0.477 3.554 1.806
C -0.449 4.411 2.417
N 0.683 0.201 0.256
H 3.055 2.199 0.033
H 1.927 3.286 -0.554
H 2.039 1.720 -1.363
H 1.710 1.208 1.451
H -0.782 1.879 1.817
H -0.641 2.743 0.313
H -0.743 3.811 3.278
H -1.173 4.731 1.668
H 0.116 5.266 2.788
H -0.080 -0.003 0.885
H 0.167 0.411 -0.586
C -0.920 -3.959 -2.361
C -1.661 -3.987 -0.972
O -1.173 -2.947 -0.124
O 0.542 -4.096 -2.105
H -1.133 -3.061 -2.939
H -1.175 -4.869 -2.904
H -1.752 -5.026 -0.654
H -2.678 -3.766 -1.297
H -1.910 -2.382 0.120
H 0.807 -4.875 -2.599
```

Output
Relative energy (zero: lowest compared OMol25 entry of this formula, charge and spin): 0.0 kcal/mol
<S²>: 0.754
Charge: +2
Kohn-Sham gap (spin up / spin down): 9.970 / 4.202 eV
2S+1: 2
Lowest unoccupied orbital energy (spin up / spin down): -6.21 / -11.98 eV
HOMO (spin up / spin down): -16.185 / -16.182 eV

***

No. 2
Here is a structure of composition C6H17N from the OMol25 dataset. Energies are from wB97M-V/def2-TZVPD.

Structure (XYZ):
```
24
C6H17N wB97M-V/def2-TZVPD
C -0.796 -0.758 0.491
C 0.662 -0.267 0.335
C -0.814 -2.199 1.028
C -1.627 -0.661 -0.793
C 1.406 -0.698 -0.916
H -1.267 -0.123 1.249
H 0.244 1.074 -0.040
H 1.196 -0.619 1.214
H -0.335 -2.887 0.327
H -1.257 -1.354 -1.553
H -2.668 -0.922 -0.591
H -0.293 -2.275 1.985
H -1.841 -2.542 1.177
H -1.615 0.341 -1.222
H 0.966 -0.277 -1.822
H 2.448 -0.378 -0.875
H 1.394 -1.788 -1.018
C 0.027 2.305 -0.426
N 1.031 2.967 0.213
H 1.721 1.951 0.774
H 0.692 3.367 1.088
H 0.150 2.212 -1.506
H -1.006 2.460 -0.109
H 1.582 1.069 0.990
```

Output
Relative energy (zero: lowest compared OMol25 entry of this formula, charge and spin): 106.5 kcal/mol
Kohn-Sham gap: 9.664 eV
Lowest unoccupied orbital energy: 0.70 eV
HOMO: -8.968 eV

***

No. 3
Here is an isolated molecule of C6H17N2 from the OMol25 dataset. Energies are from wB97M-V/def2-TZVPD.

Structure (XYZ):
```
25
C6H17N2 wB97M-V/def2-TZVPD
C -1.464 -2.364 0.212
C -0.907 -1.294 1.184
C 0.436 -0.702 0.745
C 0.467 0.857 0.636
C 1.491 1.304 -0.407
C 1.090 1.297 -1.873
N -0.188 2.159 -2.050
N -1.018 -1.582 2.605
H -1.172 -3.343 0.611
H -2.542 -2.244 0.155
H -1.010 -2.253 -0.765
H -1.664 -0.497 1.024
H 1.173 -0.958 1.503
H 0.955 -1.064 -0.161
H 0.757 1.170 1.636
H -0.549 1.147 0.354
H 1.917 2.255 -0.068
H 2.396 0.673 -0.375
H 1.925 1.640 -2.492
H 0.992 0.292 -2.278
H -0.489 2.280 -3.063
H 0.069 3.063 -1.590
H -1.081 1.850 -1.597
H -1.238 -2.539 2.846
H -0.349 -1.145 3.206
```

Output
Relative energy (zero: lowest compared OMol25 entry of this formula, charge and spin): 48.6 kcal/mol
<S²>: 0.750
Kohn-Sham gap (spin up / spin down): 4.549 / 9.649 eV
2S+1: 2
Lowest unoccupied orbital energy (spin up / spin down): 0.87 / 0.76 eV
HOMO (spin up / spin down): -3.683 / -8.893 eV

***

No. 4
Here is the ion C6H17N2 with charge +1 from the OMol25 dataset. Energies are from wB97M-V/def2-TZVPD.

Structure (XYZ):
```
25
C6H17N2 wB97M-V/def2-TZVPD
N -0.832 2.276 0.041
C -1.882 1.127 -0.172
C -1.445 0.102 0.775
N -0.073 -0.249 0.224
C -0.085 -1.373 -0.847
C 0.595 -0.763 -2.064
C 0.777 -0.642 1.418
C 2.176 -0.522 0.929
H -0.300 2.211 0.995
H -0.020 2.144 -0.643
H -1.266 3.250 0.128
H -2.819 1.537 0.136
H -2.006 1.005 -1.191
H -1.526 0.088 1.989
H -1.987 -0.815 0.660
H 0.614 -2.278 -0.577
H -1.037 -1.675 -1.262
H 1.736 -0.814 -1.865
H 0.182 0.244 -2.532
H 0.081 -1.557 -2.712
H 0.550 -0.142 2.326
H 0.701 -1.668 1.797
H 2.309 -0.725 -0.211
H 2.621 0.473 1.101
H 2.937 -1.234 1.557
```

Output
Relative energy (zero: lowest compared OMol25 entry of this formula, charge and spin): 98.6 kcal/mol
Charge: +1
Kohn-Sham gap: 9.423 eV
Structure (SMILES): CCN(CC)CC[NH3+]
Lowest unoccupied orbital energy: -3.48 eV
HOMO: -12.907 eV

***

No. 5
Here is the ion C6H17N2 with charge +1 from the OMol25 dataset. Energies are from wB97M-V/def2-TZVPD.

Structure (XYZ):
```
25
C6H17N2 wB97M-V/def2-TZVPD
C 1.130 0.755 -0.817
N 1.450 -0.590 -0.267
C 0.920 -1.677 -0.922
C 1.376 -1.915 -2.352
C -0.102 1.346 -0.063
N -0.222 0.834 1.409
C -1.546 0.148 1.549
C -2.802 1.143 1.569
H 1.166 0.800 -1.906
H 1.996 1.447 -0.682
H 2.435 -0.683 0.024
H -0.240 -1.587 -0.686
H 1.413 -2.600 -0.375
H 1.843 -3.013 -2.447
H 1.675 -1.075 -2.885
H 0.466 -2.097 -2.879
H -1.014 0.931 -0.512
H -0.200 2.374 -0.104
H -0.043 1.747 1.974
H 0.445 0.110 1.423
H -1.873 -0.369 0.632
H -1.428 -0.663 2.291
H -3.372 1.093 0.553
H -2.317 2.124 1.358
H -3.406 0.947 2.439
```

Output
Relative energy (zero: lowest compared OMol25 entry of this formula, charge and spin): 76.9 kcal/mol
Charge: +1
Kohn-Sham gap: 10.057 eV
Structure (SMILES): CCNCC[NH2+]CC
Lowest unoccupied orbital energy: -2.93 eV
HOMO: -12.984 eV

***

No. 6
Here is the ion C6H17N2 with charge +1 from the OMol25 dataset. Energies are from wB97M-V/def2-TZVPD.

Structure (XYZ):
```
25
C6H17N2 wB97M-V/def2-TZVPD
C -0.939 0.583 0.189
N 0.493 0.279 0.428
C 1.348 0.708 -0.839
C 2.809 0.474 -0.616
C 1.145 2.222 -0.975
C -1.679 -0.685 -0.339
N -1.240 -1.909 0.443
C -1.879 -2.085 1.831
H -1.340 0.961 1.158
H -0.944 1.285 -0.647
H 0.726 1.002 1.169
H 0.850 0.335 -1.805
H 3.022 -0.595 -0.643
H 3.093 0.895 -1.687
H 3.045 1.078 0.277
H 0.079 2.585 -1.136
H 1.583 2.744 -0.055
H 1.707 2.457 -1.830
H -2.839 -0.641 -0.631
H -1.348 -0.727 -1.412
H -1.553 -2.809 -0.140
H -0.193 -1.895 0.508
H -2.956 -1.821 1.989
H -1.356 -1.413 2.539
H -1.633 -3.025 2.226
```

Output
Relative energy (zero: lowest compared OMol25 entry of this formula, charge and spin): 59.8 kcal/mol
Charge: +1
Kohn-Sham gap: 10.068 eV
Structure (SMILES): C[NH2+]CCNC(C)C
Lowest unoccupied orbital energy: -3.15 eV
HOMO: -13.216 eV

***

No. 7
Here is a cluster of 2 separate species, C6H17N2 in total from the OMol25 dataset. Energies are from wB97M-V/def2-TZVPD.

Structure (XYZ):
```
25
C6H17N2 wB97M-V/def2-TZVPD
C 0.957 -1.013 2.492
N -2.027 0.106 -0.842
C -2.152 -0.999 -1.893
C -0.901 -1.124 -2.762
C 1.408 -0.669 1.097
N 0.430 0.043 0.294
C 0.253 1.392 0.724
C 1.578 2.281 0.545
H 1.530 -1.995 2.861
H 1.202 -0.208 3.230
H -2.895 0.069 -0.312
H -3.066 -0.812 -2.491
H -2.317 -2.007 -1.363
H -1.057 -1.523 -3.777
H -0.084 -1.583 -2.274
H -0.673 0.009 -2.865
H 1.460 -1.597 0.611
H 2.421 -0.237 1.147
H -0.110 -1.104 2.600
H -1.129 -0.018 -0.289
H -0.478 1.889 -0.049
H -0.135 1.514 1.705
H 1.968 2.427 -0.553
H 2.449 1.862 1.133
H 1.369 3.297 1.031
```

Output
Relative energy (zero: lowest compared OMol25 entry of this formula, charge and spin): 148.1 kcal/mol
Charge: +1
Kohn-Sham gap: 5.140 eV
Lowest unoccupied orbital energy: -8.18 eV
HOMO: -13.325 eV

***

No. 8
Here is a cluster of 2 separate species, C6H17N2 in total from the OMol25 dataset. Energies are from wB97M-V/def2-TZVPD.

Structure (XYZ):
```
25
C6H17N2 wB97M-V/def2-TZVPD
N -0.871 -0.637 0.117
C -1.943 0.236 0.179
C -2.427 0.492 -1.251
C -3.069 -0.269 1.127
N 1.062 0.527 1.275
C 2.135 0.958 0.388
C 3.014 -0.114 -0.189
C 2.393 -0.883 -1.359
H 0.299 0.024 0.718
H -0.924 -1.353 0.856
H 1.317 -0.092 2.044
H -1.547 1.121 0.743
H -2.733 -0.462 -1.675
H -1.680 0.987 -1.860
H -3.303 1.142 -1.246
H -2.604 -0.533 2.084
H -3.777 0.521 1.342
H -3.516 -1.177 0.733
H 2.613 1.766 0.963
H 1.582 1.499 -0.385
H 4.004 0.280 -0.441
H 3.248 -0.804 0.632
H 2.878 -1.854 -1.358
H 2.509 -0.353 -2.295
H 1.338 -1.023 -1.140
```

Output
Relative energy (zero: lowest compared OMol25 entry of this formula, charge and spin): 125.6 kcal/mol
Charge: +1
Kohn-Sham gap: 6.172 eV
Lowest unoccupied orbital energy: -8.21 eV
HOMO: -14.386 eV

***

No. 9
Here is the ion C6H17N2 with charge +2 from the OMol25 dataset. Energies are from wB97M-V/def2-TZVPD.

Structure (XYZ):
```
25
C6H17N2 wB97M-V/def2-TZVPD
N 0.449 -2.315 -0.900
C 1.365 -1.616 0.109
C 0.525 -0.765 1.112
N -0.163 0.350 0.428
C 0.543 1.661 0.631
C 1.225 2.134 -0.635
C -1.613 0.387 0.553
C -2.283 0.482 -0.838
H 1.034 -2.655 -1.668
H -0.132 -3.032 -0.466
H -0.158 -1.618 -1.348
H 1.706 -2.420 0.757
H 2.099 -1.038 -0.443
H -0.172 -1.403 1.661
H 1.202 -0.437 1.873
H -0.105 2.386 1.119
H 1.247 1.543 1.451
H 0.549 2.540 -1.372
H 1.899 1.415 -1.067
H 1.799 3.015 -0.341
H -1.970 -0.443 1.157
H -1.884 1.263 1.140
H -2.533 1.496 -1.089
H -1.633 0.176 -1.664
H -3.193 -0.112 -0.860
```

Output
Relative energy (zero: lowest compared OMol25 entry of this formula, charge and spin): 16.8 kcal/mol
<S²>: 0.754
Charge: +2
Kohn-Sham gap (spin up / spin down): 12.729 / 8.354 eV
2S+1: 2
Lowest unoccupied orbital energy (spin up / spin down): -7.15 / -11.52 eV
HOMO (spin up / spin down): -19.882 / -19.874 eV

***

No. 10
Here is the ion C6H17N2O with charge +1 from the OMol25 dataset. Energies are from wB97M-V/def2-TZVPD.

Structure (XYZ):
```
26
C6H17N2O wB97M-V/def2-TZVPD
C -0.380 1.466 -0.923
C 0.497 1.564 1.834
C -0.095 -1.861 0.879
C -2.052 -0.689 -0.004
C 1.408 -0.170 -1.261
C 0.319 0.296 -0.309
N 1.006 0.530 1.060
N -0.519 -0.913 -0.159
O 0.887 -1.122 -2.170
H -1.247 1.886 -0.326
H 0.326 2.345 -1.091
H -0.760 1.211 -1.861
H 0.988 1.589 2.759
H 0.425 2.586 1.534
H -0.532 1.264 2.153
H -0.449 -2.812 0.697
H 0.917 -1.895 1.109
H -0.490 -1.598 1.839
H -2.597 -1.640 -0.298
H -2.474 -0.320 0.867
H -2.205 0.064 -0.804
H 2.212 -0.651 -0.611
H 1.772 0.672 -1.864
H 2.042 0.631 1.080
H -0.360 -1.460 -1.071
H 1.362 -0.972 -3.061
```

Output
Relative energy (zero: lowest compared OMol25 entry of this formula, charge and spin): 67.8 kcal/mol
Charge: +1
Kohn-Sham gap: 10.557 eV
Structure (SMILES): CN[C@@](C)(CO)[NH+](C)C
Lowest unoccupied orbital energy: -2.67 eV
HOMO: -13.229 eV

***

No. 11
Here is a cluster of 3 separate species, C6H17N2O2 in total from the OMol25 dataset. Energies are from wB97M-V/def2-TZVPD.

Structure (XYZ):
```
27
C6H17N2O2 wB97M-V/def2-TZVPD
C 1.306 -0.578 1.676
C 1.541 -0.747 0.196
C 0.568 0.067 -0.684
C 0.325 1.505 -0.332
C 1.026 2.501 -0.855
C -1.369 2.765 0.683
N -0.907 1.635 0.387
N 1.205 -2.191 -0.162
H 0.501 -1.228 2.037
H 2.200 -0.752 2.285
H 1.082 0.447 1.938
H 2.553 -0.515 -0.122
H 0.970 0.011 -1.698
H -0.351 -0.502 -0.761
H 0.778 3.550 -0.876
H 1.972 2.307 -1.355
H -2.283 2.825 1.258
H -0.921 3.714 0.369
H 0.185 -2.279 -0.169
H 1.478 -2.576 -1.067
H 1.550 -2.853 0.533
H -2.832 -1.200 1.531
H -2.145 0.030 0.927
O -2.858 -0.620 0.756
H -1.882 -1.028 -2.458
H -2.212 -2.419 -1.866
O -1.482 -1.869 -2.170
```

Output
Relative energy (zero: lowest compared OMol25 entry of this formula, charge and spin): 51.0 kcal/mol
Charge: +1
Kohn-Sham gap: 9.721 eV
Lowest unoccupied orbital energy: -3.20 eV
HOMO: -12.918 eV

***

No. 12
Here is a structure of composition C6H17N2O2Si from the OMol25 dataset. Energies are from wB97M-V/def2-TZVPD.

Structure (XYZ):
```
28
C6H17N2O2Si wB97M-V/def2-TZVPD
C -0.697 0.225 0.614
C 0.877 1.580 -2.085
C -2.520 1.570 -2.012
C 0.174 -2.100 2.466
C 0.950 -2.134 -0.621
C 2.262 -0.057 1.564
N -1.568 0.578 1.509
N -0.638 0.844 -0.482
O 0.029 0.578 -1.628
O -1.902 2.029 -0.810
Si 0.753 -1.111 0.974
H 0.344 2.340 -2.461
H 1.497 1.000 -2.794
H 1.584 2.052 -1.438
H -3.406 1.047 -1.800
H -1.780 1.197 -2.634
H -2.895 2.525 -2.486
H -0.748 -2.535 2.281
H 0.924 -2.843 2.479
H -0.053 -1.594 3.340
H 0.831 -3.139 -0.314
H 0.309 -1.972 -1.457
H 1.878 -1.781 -0.939
H 2.459 0.721 0.885
H 2.092 0.238 2.617
H 3.206 -0.521 1.589
H -2.358 1.171 1.305
H -1.603 0.091 2.335
```

Output
Relative energy (zero: lowest compared OMol25 entry of this formula, charge and spin): 0.0 kcal/mol
<S²>: 2.010
Charge: +1
Kohn-Sham gap (spin up / spin down): 9.384 / 6.909 eV
2S+1: 3
Lowest unoccupied orbital energy (spin up / spin down): -2.37 / -6.82 eV
HOMO (spin up / spin down): -11.755 / -13.728 eV